Entry 1:
This record from the Open Molecules 2025 dataset describes a molecular structure, H16LiO8 in a non-equilibrium geometry. The level of theory is wB97M-V/def2-TZVPD.

As for the electronic energy: -16841.263 eV. Its HOMO energy is -13.96 eV. As for the total charge: +1. As for the relative energy (zero: lowest compared OMol25 entry of this formula, charge and spin): 77.5 kJ/mol. As for the HOMO-LUMO gap: 10.5 eV. For the maximum force, the calculation gives 2.23 eV/A.

Each line ends with the Löwdin charge.
Geometry (Å):
Li1 8.603 -7.728 14.490  0.686
O1 7.425 -6.631 13.135  -0.069
H1 7.155 -5.728 13.007  0.055
H2 6.812 -7.136 12.609  0.063
O2 9.850 -8.861 15.766  -0.078
H3 10.373 -9.572 16.107  0.062
H4 9.845 -8.254 16.536  0.062
O3 8.938 -9.050 13.031  -0.090
H5 8.584 -9.180 12.147  0.089
H6 8.833 -9.952 13.355  0.078
O4 6.402 -4.675 15.196  -0.017
H7 6.704 -3.949 14.687  0.024
H8 7.202 -5.189 15.198  -0.033
O5 6.774 -8.719 14.803  -0.084
H9 6.482 -9.421 14.219  0.060
H10 6.812 -9.071 15.712  0.080
O6 11.872 -9.335 13.373  -0.060
H11 10.958 -9.084 13.560  -0.037
H12 11.911 -10.287 13.172  0.052
O7 8.335 -6.530 16.316  -0.060
H13 8.014 -6.488 17.217  0.089
H14 9.116 -5.966 16.433  0.084
O8 10.293 -6.515 13.976  -0.050
H15 10.132 -6.625 13.061  0.029
H16 9.774 -5.688 14.041  0.064

Entry 2:
This record from the Open Molecules 2025 dataset describes 2 unconnected molecules or ions with the total composition C32H47FN3O5 in a non-equilibrium geometry. The level of theory is wB97M-V/def2-TZVPD.

As for the electronic energy: -51356.368 eV. Its HOMO energy is -10.01 eV. As for the total charge: +1. As for the relative energy (zero: lowest compared OMol25 entry of this formula, charge and spin): 376.8 kJ/mol. As for the HOMO-LUMO gap: 2.9 eV. For the maximum force, the calculation gives 7.56 eV/A.

Each line ends with the Löwdin charge.
Geometry (Å):
C1 0.777 -3.648 -0.719  -0.113
C2 0.640 -3.937 -2.273  -0.207
C3 1.516 -2.940 -3.166  -0.194
N1 0.713 -1.754 -3.594  0.000
C4 0.701 -0.718 -2.575  -0.151
C5 -0.408 -0.565 -1.808  -0.091
C6 -1.715 -1.410 -1.934  -0.037
C7 -0.415 0.598 -0.718  -0.242
O1 -1.018 0.538 0.344  0.072
C8 0.388 1.868 -1.148  0.009
C9 -0.017 3.193 -0.720  -0.175
O2 -1.093 3.403 0.112  0.045
C10 0.777 4.338 -1.202  -0.123
N2 0.352 5.659 -0.755  0.131
C11 1.141 6.014 0.216  -0.339
C12 1.729 7.477 0.289  -0.036
C13 1.562 5.069 1.396  -0.025
C14 1.938 4.205 -2.088  -0.058
C15 2.685 5.497 -2.584  -0.069
C16 1.859 6.202 -3.748  -0.318
C17 1.369 5.201 -4.860  -0.032
F1 0.761 6.944 -3.243  -0.057
C18 2.367 2.835 -2.486  -0.086
C19 3.612 2.645 -3.388  -0.070
C20 4.933 3.098 -2.494  -0.227
C21 5.689 1.873 -1.783  -0.019
O3 6.221 2.642 -3.004  -0.117
C22 1.588 1.699 -2.010  -0.006
C23 1.944 0.221 -2.358  -0.238
O4 3.071 -0.211 -2.429  0.093
H1 -0.244 -3.498 -0.271  0.034
H2 1.218 -4.545 -0.218  0.072
H3 1.392 -2.744 -0.494  0.075
H4 -0.411 -3.831 -2.652  0.095
H5 1.062 -4.954 -2.470  0.101
H6 1.866 -3.461 -4.094  0.123
H7 2.372 -2.628 -2.502  0.107
H8 1.141 -1.348 -4.432  0.123
H9 -2.558 -0.762 -1.564  0.087
H10 -1.940 -1.617 -3.010  0.090
H11 -1.686 -2.397 -1.412  0.045
H12 -1.874 2.904 -0.178  0.120
H13 2.792 7.354 0.635  0.088
H14 1.695 7.999 -0.694  0.075
H15 1.130 8.004 1.081  0.090
H16 0.687 4.421 1.682  0.083
H17 2.351 4.346 1.034  0.094
H18 1.931 5.617 2.296  0.082
H19 2.884 6.224 -1.761  0.106
H20 3.672 5.246 -3.053  0.103
H21 2.509 6.960 -4.269  0.141
H22 0.254 5.107 -4.761  0.096
H23 1.639 5.577 -5.884  0.086
H24 1.811 4.178 -4.777  0.055
H25 3.837 1.586 -3.642  0.103
H26 3.632 3.300 -4.292  0.108
H27 4.873 4.088 -1.917  0.138
H28 6.225 2.187 -0.863  0.101
H29 5.448 0.834 -2.087  0.098
C24 -1.236 -3.703 2.886  -0.001
C25 -2.731 -3.271 2.869  -0.417
C26 -3.054 -2.375 4.089  -0.102
C27 -3.152 -3.141 5.405  -0.156
C28 -4.134 -4.304 5.285  -0.103
C29 -3.806 -5.242 4.104  -0.440
N3 -3.610 -4.483 2.822  0.094
O5 -4.718 -4.140 2.408  0.221
C30 -2.542 -6.065 4.449  -0.024
C31 -4.912 -6.311 3.982  -0.015
C32 -2.849 -2.389 1.606  -0.020
H30 -0.739 -3.439 3.820  0.096
H31 -1.109 -4.774 2.725  0.082
H32 -0.669 -3.239 2.079  0.076
H33 -4.006 -1.856 3.924  0.138
H34 -2.298 -1.593 4.182  0.147
H35 -2.167 -3.501 5.712  0.114
H36 -3.488 -2.465 6.195  0.134
H37 -4.136 -4.874 6.215  0.144
H38 -5.147 -3.900 5.171  0.139
H39 -2.227 -6.676 3.600  0.102
H40 -2.744 -6.743 5.278  0.103
H41 -1.699 -5.452 4.763  0.075
H42 -5.906 -5.876 3.864  0.092
H43 -4.949 -6.924 4.882  0.104
H44 -4.723 -6.977 3.135  0.105
H45 -2.661 -2.973 0.702  0.088
H46 -2.126 -1.572 1.627  0.094
H47 -3.834 -1.926 1.517  0.094

What is the relative energy (zero: lowest compared OMol25 entry of this formula, charge and spin) in the second record? 376.8 kJ/mol